{"formula": "C29H34Cl2N5O6PSV", "method": "the ωB97M-V functional and the def2-TZVPD basis", "de_lowest_ev": 0.5286, "largest_force_ev_per_a": 0.4, "total_energy_ev": -121222.3164, "spin_multiplicity": 4, "homo_ev": [-6.1, -7.1], "gap_ha": [0.2402, 0.2731], "elements": ["V", "O", "C", "C", "C", "C", "C", "C", "C", "N", "N", "C", "O", "C", "C", "C", "C", "C", "C", "H", "H", "H", "H", "H", "H", "H", "H", "H", "H", "Cl", "C", "C", "C", "Cl", "C", "C", "C", "C", "N", "C", "C", "O", "H", "H", "H", "H", "N", "C", "P", "O", "O", "C", "N", "H", "H", "H", "H", "H", "H", "H", "H", "H", "H", "C", "C", "S", "O", "C", "C", "H", "H", "H", "H", "H", "H", "H", "H", "H", "H"], "positions_angstrom": [[0.067051, 0.087593, 1.120566], [-0.417460, 1.044136, 3.025549], [-1.692420, 1.469843, 3.268712], [-1.865934, 2.617602, 4.035428], [-3.128320, 3.073796, 4.369037], [-4.248663, 2.365232, 3.955482], [-4.076502, 1.222306, 3.197877], [-2.814272, 0.755684, 2.813463], [-2.799694, -0.425478, 1.943673], [-1.806523, -0.758340, 1.205903], [-1.947664, -1.887046, 0.419569], [-0.944926, -1.985616, -0.430551], [0.009395, -1.146863, -0.593900], [-0.920908, -3.241506, -1.240730], [-2.086689, -3.916778, -1.590275], [-2.016353, -5.083680, -2.335589], [-0.782854, -5.596365, -2.718697], [0.383081, -4.935667, -2.355650], [0.312916, -3.756848, -1.626805], [-0.981948, 3.140828, 4.380414], [-3.233326, 3.969977, 4.966689], [-5.242657, 2.697992, 4.221592], [-4.945048, 0.664267, 2.867350], [-3.714274, -1.014517, 1.889571], [-3.038478, -3.515931, -1.268760], [-2.926217, -5.599561, -2.615119], [-0.731345, -6.512340, -3.293453], [1.347242, -5.339356, -2.638115], [1.211450, -3.227882, -1.334406], [4.924438, 0.820940, -0.096866], [4.226169, -0.549988, 0.707150], [5.037173, -1.656503, 0.987196], [4.535812, -2.747060, 1.639877], [5.581027, -4.097932, 1.983623], [3.179443, -2.782022, 2.035499], [2.563526, -3.856139, 2.716130], [1.239930, -3.782758, 3.043628], [0.506499, -2.639611, 2.684045], [1.048862, -1.624017, 2.054396], [2.371186, -1.666888, 1.724006], [2.883444, -0.489695, 1.067300], [2.118360, 0.531322, 0.868838], [6.075426, -1.634988, 0.685578], [3.152770, -4.727086, 2.968883], [0.745149, -4.591216, 3.563221], [-0.551750, -2.564065, 2.903943], [1.428444, 2.909548, 2.370034], [1.007550, 3.951798, 1.416644], [0.069120, 3.245814, 0.001796], [-0.647968, 1.997431, 0.491813], [0.893178, 3.179790, -1.243188], [-1.333102, 4.378637, -0.332999], [-2.261110, 3.528355, -1.105418], [1.999354, 3.326862, 3.096492], [2.013628, 2.222485, 1.883085], [0.208634, 1.844441, 2.936184], [1.852120, 4.509383, 1.002609], [0.355354, 4.663407, 1.929212], [-0.989861, 5.202198, -0.958271], [-1.785504, 4.782770, 0.577365], [-1.513721, 2.425001, -2.091652], [-3.006023, 4.072689, -1.522368], [-2.676625, 2.852576, -0.470811], [1.282736, 3.241750, -4.115546], [0.662746, 1.879856, -4.375552], [0.054437, 1.048623, -2.893522], [-1.401148, 1.657776, -2.759847], [-0.413798, -0.505420, -3.655556], [0.814432, -1.361542, -3.925755], [1.688542, 3.624274, -5.053078], [2.075291, 3.178221, -3.374661], [0.547001, 3.944943, -3.732722], [1.387233, 1.188535, -4.808326], [-0.203213, 1.930039, -5.039857], [-0.997877, -0.282343, -4.549496], [-1.058455, -0.968158, -2.910778], [1.392837, -0.996330, -4.773796], [0.496315, -2.379587, -4.144367], [1.453329, -1.401602, -3.042938]], "atomic_forces_ev_per_a": [[0.350, 0.132, -0.158], [0.056, 0.092, -0.102], [-0.016, 0.036, 0.051], [0.044, 0.003, -0.013], [-0.036, -0.017, -0.006], [0.020, 0.012, 0.001], [-0.004, -0.003, 0.010], [0.035, -0.032, -0.017], [0.058, -0.047, -0.037], [-0.119, 0.174, 0.136], [-0.075, -0.044, -0.021], [-0.062, -0.085, 0.072], [-0.145, -0.054, 0.146], [0.066, 0.065, -0.052], [-0.011, 0.024, -0.005], [0.001, -0.009, -0.009], [0.005, 0.020, 0.012], [-0.021, 0.021, 0.010], [0.001, -0.028, 0.007], [-0.002, 0.002, 0.002], [-0.006, 0.001, -0.002], [0.001, 0.001, 0.004], [0.003, 0.000, -0.003], [-0.001, -0.019, -0.028], [0.000, -0.004, -0.002], [0.000, -0.001, 0.001], [0.000, -0.002, 0.000], [0.001, 0.000, 0.000], [0.001, -0.003, -0.004], [0.010, -0.002, 0.001], [-0.039, 0.062, -0.004], [0.017, -0.043, 0.010], [0.038, 0.053, -0.034], [-0.007, -0.012, 0.002], [-0.061, 0.017, -0.049], [-0.009, -0.008, 0.004], [0.022, -0.029, 0.008], [0.009, 0.041, -0.035], [-0.035, 0.017, -0.134], [-0.013, -0.031, 0.124], [0.056, 0.084, 0.016], [-0.186, -0.038, 0.098], [0.000, -0.004, 0.003], [-0.004, -0.001, 0.004], [0.002, -0.003, -0.005], [-0.002, 0.002, -0.001], [-0.026, -0.003, -0.035], [0.009, 0.018, -0.048], [0.001, -0.029, -0.056], [0.224, -0.273, -0.117], [-0.092, 0.006, 0.156], [0.026, -0.032, 0.017], [-0.027, 0.078, 0.016], [0.007, -0.005, 0.001], [-0.045, -0.023, 0.031], [0.015, -0.078, 0.014], [-0.002, 0.008, -0.015], [-0.017, -0.016, 0.029], [-0.004, 0.003, 0.001], [-0.012, -0.023, 0.004], [-0.105, 0.163, 0.197], [-0.014, 0.010, -0.008], [0.008, -0.016, 0.000], [0.005, -0.025, -0.010], [-0.013, -0.017, 0.015], [-0.024, 0.065, 0.057], [0.077, -0.145, -0.310], [0.020, 0.020, 0.028], [-0.010, -0.005, 0.013], [-0.025, 0.002, -0.004], [0.011, 0.001, -0.016], [-0.013, 0.004, 0.001], [0.055, -0.009, 0.039], [0.017, -0.006, -0.001], [0.004, 0.007, 0.004], [0.008, -0.016, 0.012], [0.012, -0.001, 0.001], [-0.003, 0.000, -0.018], [-0.008, 0.000, -0.001]]}